128
Properties=species:S:1:pos:R:3:forces:R:3:mulliken_spin:R:1 method="wB97M-V/def2-TZVPD" orbital_gap_ev="4.149 / 4.672" spin_multiplicity=2 e_tot_ha=-3956.4605 lumo_ev="-6.42 / -6.24" charge=+2
Re -0.03220 -0.06130 -0.22410 0.14 0.70 0.83 0.6326
O -0.02560 0.47080 1.90390 0.71 0.23 -0.66 0.0294
C -1.09320 0.37740 2.94600 -0.86 -0.29 0.78 -0.0466
C -2.01620 -0.66820 2.29440 0.57 0.20 -0.25 0.0330
C -2.78850 -0.28290 1.04720 -0.57 -0.08 0.24 -0.0098
C -4.16800 -0.22400 1.16500 0.14 0.00 -0.10 0.0008
C -4.95680 -0.12130 0.03050 0.30 0.02 -0.09 -0.0041
C -4.31860 -0.09080 -1.18940 -0.10 -0.02 0.42 0.0005
C -2.92490 -0.08670 -1.26710 -0.44 -0.10 -0.18 0.0013
C -2.41990 0.06050 -2.68650 0.62 0.13 -0.29 -0.0018
C -0.98680 -0.35860 -3.15480 -0.77 -0.13 -0.48 0.0263
O -0.05540 -0.31800 -2.14780 1.10 -0.04 0.47 0.1004
C -0.48810 0.56100 -4.27940 -0.12 -0.05 0.39 0.0078
C -1.33150 1.20300 -5.17580 0.15 -0.09 0.09 -0.0007
C -0.79800 1.96670 -6.20150 -0.03 0.07 -0.09 0.0013
C 0.57330 2.08630 -6.34580 -0.03 0.09 -0.09 -0.0010
C 1.41800 1.42970 -5.46650 0.02 0.00 0.01 -0.0008
C 0.88910 0.67120 -4.43920 0.03 -0.03 0.01 -0.0083
C -1.05780 -1.79860 -3.69630 0.07 0.24 0.16 0.0120
C -1.32510 -2.80310 -2.77760 -0.06 0.00 -0.15 -0.0009
C -1.36740 -4.12750 -3.16860 -0.05 0.00 0.13 0.0001
C -1.17980 -4.45750 -4.50080 0.06 -0.05 -0.11 0.0015
C -0.93970 -3.45580 -5.42740 0.01 -0.15 -0.01 -0.0004
C -0.86050 -2.12990 -5.02900 -0.11 -0.04 0.12 -0.0007
N -2.16490 -0.14940 -0.15370 0.06 -0.04 -0.22 -0.0121
C -0.42260 -0.11870 4.21600 0.07 0.04 -0.08 0.0025
C -0.49500 -1.43130 4.66510 0.00 0.08 -0.14 0.0010
C 0.22330 -1.82860 5.78200 0.09 -0.12 0.04 0.0000
C 1.03510 -0.93160 6.45380 -0.09 -0.05 0.04 0.0004
C 1.07790 0.38920 6.04120 0.03 0.09 -0.06 -0.0040
C 0.34970 0.79450 4.93840 -0.16 -0.17 0.19 0.0050
C -1.86040 1.65660 3.22340 0.22 0.08 -0.10 -0.0099
C -2.40950 1.80960 4.49520 -0.01 0.01 -0.04 0.0011
C -3.10470 2.95650 4.82590 -0.09 0.00 0.01 -0.0013
C -3.27720 3.96170 3.88840 -0.02 0.00 -0.02 0.0009
C -2.79830 3.78360 2.60190 -0.02 0.04 -0.05 -0.0022
C -2.10970 2.62910 2.26490 0.05 -0.07 -0.04 -0.0006
H -2.74420 -0.96640 3.04850 0.07 0.06 0.02 0.0030
H -1.38580 -1.52970 2.06410 -0.15 -0.04 0.08 -0.0209
H -4.62450 -0.29080 2.13990 0.01 -0.04 0.12 0.0002
H -6.03190 -0.10170 0.09720 -0.14 0.02 0.02 -0.0003
H -4.89930 -0.05380 -2.09570 0.00 0.00 -0.17 0.0000
H -2.54310 1.11760 -2.93140 -0.09 -0.04 -0.03 0.0007
H -3.11930 -0.48250 -3.32530 -0.09 0.18 0.09 0.0002
H -2.40210 1.07940 -5.11760 -0.16 0.03 0.04 0.0003
H -1.46280 2.45590 -6.89640 -0.04 0.08 -0.10 0.0000
H 0.98290 2.67750 -7.14910 0.03 0.07 -0.11 0.0001
H 2.48930 1.49490 -5.58810 0.08 0.03 -0.03 -0.0001
H 1.53790 0.12810 -3.76570 0.00 0.06 0.02 -0.0015
H -1.50840 -2.52560 -1.75200 -0.04 -0.01 -0.01 -0.0075
H -1.55060 -4.90180 -2.43620 -0.07 -0.08 0.03 0.0008
H -1.21960 -5.49140 -4.81070 -0.01 -0.05 -0.06 0.0001
H -0.80530 -3.70450 -6.46900 0.04 -0.05 -0.09 0.0001
H -0.65570 -1.36510 -5.76190 0.03 0.04 -0.06 0.0007
H -1.12240 -2.15830 4.17370 -0.03 -0.07 -0.11 -0.0006
H 0.14830 -2.84940 6.12300 0.00 -0.10 0.04 0.0001
H 1.60860 -1.25320 7.30870 0.05 -0.03 0.10 0.0000
H 1.68310 1.10730 6.57080 0.08 0.09 0.11 0.0003
H 0.36740 1.83460 4.64420 0.02 0.10 -0.03 0.0008
H -2.29050 1.02810 5.23110 0.02 0.05 0.09 0.0004
H -3.50260 3.06090 5.82260 -0.08 0.05 0.10 0.0000
H -3.79810 4.86730 4.15510 -0.07 0.10 0.02 -0.0001
H -2.95810 4.54280 1.85030 -0.04 0.07 -0.06 0.0001
H -1.77790 2.49170 1.24860 0.03 -0.02 -0.01 0.0068
S -2.02840 6.45030 -2.37660 -0.24 -0.53 -0.15 -0.0001
C -3.36250 6.27520 -3.42900 0.18 -0.03 0.16 0.0023
C -3.70570 4.97050 -3.62270 -0.13 0.29 -0.13 -0.0009
C -2.88710 4.08740 -2.90320 0.41 0.06 0.31 0.0013
C -1.91580 4.72470 -2.16340 -0.43 0.48 -0.49 -0.0059
C -0.95490 4.16120 -1.25300 0.76 0.04 0.74 0.0044
C -0.75060 2.77580 -1.16420 -0.25 0.24 -0.35 -0.0296
N -0.05320 2.16350 -0.22150 0.37 -0.75 0.47 0.0477
C 0.63920 2.94520 0.68560 -0.75 0.97 -0.79 0.0128
C 0.67770 4.37040 0.51590 -0.15 -1.03 0.22 0.0089
C 1.57790 5.12950 1.32270 0.36 0.04 0.35 -0.0146
C 2.42550 4.54100 2.19910 -0.24 0.39 -0.28 0.0034
C 2.36440 3.13610 2.45060 -0.25 -0.27 -0.16 0.0042
C 3.26010 2.46880 3.27780 -0.35 -1.08 -0.03 0.0527
C 3.18490 1.05860 3.43420 0.17 1.33 -0.38 -0.0066
C 2.09650 0.42120 2.89650 -0.80 0.07 -0.68 0.0363
N 1.15860 1.10530 2.19020 0.67 0.17 0.14 0.0223
C 1.35070 2.40980 1.76850 0.10 -0.94 0.53 0.0203
C 4.14550 0.28230 4.17990 0.43 -0.93 0.38 -0.0056
C 5.10480 0.68260 5.07390 -0.43 0.07 -0.38 -0.0001
C 5.81620 -0.39010 5.64480 0.13 -0.19 0.06 0.0012
C 5.40610 -1.60080 5.18750 -0.29 0.08 -0.19 -0.0012
S 4.13280 -1.46510 4.05050 0.28 0.57 0.18 0.0007
C -0.16980 4.95680 -0.41090 -0.27 -0.39 -0.42 0.0048
H -3.83170 7.14820 -3.83860 -0.07 0.17 -0.13 0.0002
H -4.52180 4.65810 -4.25180 -0.08 0.00 -0.06 0.0000
H -3.03480 3.02240 -2.92240 0.04 -0.15 0.06 0.0011
H -1.17260 2.13670 -1.91910 -0.13 -0.14 -0.03 0.0265
H 1.59390 6.19900 1.17860 0.07 0.12 0.01 0.0002
H 3.14920 5.12690 2.74120 0.11 0.10 0.08 -0.0001
H 4.04500 3.01480 3.76860 0.18 0.19 0.08 -0.0010
H 1.91830 -0.63450 3.02480 -0.24 -0.02 0.07 -0.0022
H 5.28940 1.70830 5.33380 0.02 0.26 0.04 0.0002
H 6.60230 -0.26490 6.36550 0.16 0.00 0.15 0.0001
H 5.76810 -2.57170 5.45700 0.14 -0.23 0.07 -0.0001
H -0.21940 6.02970 -0.50540 0.11 0.19 0.12 0.0012
O 6.56100 -2.26860 -0.58500 -0.02 -0.27 -0.08 0.0000
C 6.30060 -0.96970 -0.12050 0.26 0.38 0.25 -0.0008
C 4.83100 -0.69170 -0.22530 -0.21 0.04 -0.13 -0.0009
C 4.31990 0.59310 -0.41160 -0.01 -0.44 0.12 -0.0010
C 2.95090 0.76900 -0.43840 0.50 0.55 0.00 0.0071
N 2.07830 -0.22250 -0.28180 -0.91 -0.52 -0.22 0.0225
C 2.55560 -1.48320 -0.16700 0.61 0.04 0.03 0.0159
C 3.92300 -1.73560 -0.12970 -0.17 0.13 0.01 0.0035
C 1.55180 -2.54110 -0.04290 -0.03 -0.53 -0.04 0.0252
C 1.87190 -3.89590 -0.09410 -0.19 0.12 0.06 -0.0084
C 0.88790 -4.86290 0.06500 -0.16 0.20 0.11 0.0177
C 1.23580 -6.33190 0.01510 0.00 0.02 -0.20 -0.0025
O 2.01600 -6.69410 1.13170 0.17 -0.09 0.33 0.0018
C -0.40970 -4.41810 0.30860 0.34 0.12 -0.05 -0.0071
C -0.66690 -3.06410 0.29530 -0.32 -0.44 0.25 0.0643
N 0.26920 -2.12980 0.10940 0.31 0.28 -0.19 -0.0639
H 7.51090 -2.42820 -0.58850 -0.07 0.01 0.03 0.0000
H 6.85920 -0.21750 -0.69030 -0.06 -0.02 0.05 -0.0002
H 6.58470 -0.86970 0.94310 0.00 0.05 -0.21 -0.0001
H 4.96980 1.44250 -0.54800 0.09 0.11 -0.01 -0.0003
H 2.53340 1.75340 -0.58970 -0.04 0.02 -0.10 0.0001
H 4.30500 -2.73660 -0.02250 0.00 -0.11 0.01 0.0001
H 2.88780 -4.20830 -0.27020 0.13 -0.01 -0.02 -0.0001
H 1.84880 -6.52300 -0.87250 -0.17 0.00 0.04 0.0015
H 0.32500 -6.93330 -0.05020 0.05 0.05 -0.10 -0.0001
H 1.46750 -7.12100 1.79810 0.03 0.06 -0.07 0.0000
H -1.21770 -5.11250 0.47940 -0.10 -0.07 -0.04 -0.0006
H -1.68510 -2.72610 0.42740 0.00 0.13 -0.09 0.0055